CH2Br2O2 | ωB97M-V/def2-TZVPD

- multiplicity = 1
- maximum force (eV/A) = 4.1
- SMILES = O=C(O)Br.Br
- highest occupied orbital energy (eV) = -10.66
- relative energy (zero: lowest compared OMol25 entry of this formula, charge and spin) (eV) = 0.290
- frontier orbital gap (eV) = 10.680

Structure (XYZ):
```
7
Properties=species:S:1:pos:R:3:mulliken_charge:R:1
O -0.204 -0.694 -0.548 -0.399
C 0.796 -0.193 -0.177 0.632
O 2.012 -0.639 -0.277 -0.453
Br 0.777 1.457 0.745 -0.126
H 2.170 -1.660 -0.543 0.381
Br -3.393 0.742 0.574 -0.179
H -2.158 0.986 0.225 0.144
```

CH2Br2O3 | ωB97M-V/def2-TZVPD

- multiplicity = 1
- maximum force (eV/A) = 3.0
- SMILES = O=C(O)O.BrBr
- highest occupied orbital energy (eV) = -10.11
- relative energy (zero: lowest compared OMol25 entry of this formula, charge and spin) (eV) = 0.478
- frontier orbital gap (eV) = 8.805

Structure (XYZ):
```
8
Properties=species:S:1:pos:R:3:mulliken_charge:R:1
O -1.689 -0.427 -0.119 -0.498
C -0.702 -0.086 0.439 0.748
O -0.744 1.023 1.227 -0.534
O 0.495 -0.646 0.423 -0.361
H -1.592 1.421 1.538 0.346
H 0.893 -0.042 1.040 0.332
Br 0.646 -0.873 -2.711 -0.005
Br 2.694 -0.371 -1.837 -0.029
```

CH2Br2O3 | ωB97M-V/def2-TZVPD

- multiplicity = 1
- maximum force (eV/A) = 2.3
- SMILES = OC(O)(Br)OBr
- highest occupied orbital energy (eV) = -9.98
- relative energy (zero: lowest compared OMol25 entry of this formula, charge and spin) (eV) = 2.216
- frontier orbital gap (eV) = 9.203

Structure (XYZ):
```
8
Properties=species:S:1:pos:R:3:mulliken_charge:R:1
O -0.546 0.174 -0.552 -0.491
C 0.264 0.594 0.489 0.695
O 0.675 -0.498 1.199 -0.412
Br 2.048 1.536 -0.418 -0.246
O -0.381 1.617 1.159 -0.355
Br 0.427 2.175 2.674 0.130
H -1.481 0.567 -0.420 0.349
H 0.226 -1.273 0.831 0.329
```